[1]
Computed, not measured: Cl4N3P3 as an isolated structure, with ωB97M-V/def2-TZVPD.

Last column: Mulliken charge in e.
CARTESIAN COORDINATES (ANGSTROEM)
1 N 0.59711 -1.89943 0.08667  -0.31
2 N -1.61036 -0.40261 0.10809  -0.06
3 N 0.83551 0.87989 0.02383  -0.14
4 P -0.77756 -1.86624 0.65438  0.11
5 P 1.49686 -0.22785 -1.03513  0.49
6 P -0.88499 1.21568 0.10927  0.38
7 Cl -3.22419 0.10050 0.66504  -0.11
8 Cl 1.28267 0.71946 1.73648  -0.04
9 Cl 3.40105 -0.36603 -0.56920  -0.13
10 Cl -1.11611 1.84662 -1.77943  -0.19

Output
- Energy relative to the best compared isomer or geometry (same formula, charge and spin): 3.471 eV
- E_tot: -3029.06842 hartree
- HOMO energy: -0.3424 hartree
- Net charge: 0
- Lowest unoccupied orbital energy: -0.9 eV

---

[2]
Computed, not measured: Cl4Pt as an isolated structure, with ωB97M-V/def2-TZVPD.

Last column: Mulliken charge in e.
CARTESIAN COORDINATES (ANGSTROEM)
1 Pt 0.04531 0.00041 -0.31051  1.00
2 Cl 0.78676 0.22661 2.01070  -0.69
3 Cl -1.02713 2.35004 0.17406  -0.77
4 Cl 2.04629 -0.89740 -1.71080  -0.79
5 Cl -1.85124 -1.67967 -0.16345  -0.74

Output
- Energy relative to the best compared isomer or geometry (same formula, charge and spin): 0.266 eV
- E_tot: -1960.18346 hartree
- ⟨S²⟩: 2.00
- HOMO energy (spin up / spin down): -0.0443 / -0.0489 hartree
- Net charge: -2
- Spin multiplicity: 3
- Lowest unoccupied orbital energy (spin up / spin down): 6.1 / 6.0 eV

---

Repeat the first record exactly.
Computed, not measured: Cl4N3P3 as an isolated structure, with ωB97M-V/def2-TZVPD.

Last column: Mulliken charge in e.
CARTESIAN COORDINATES (ANGSTROEM)
1 N 0.59711 -1.89943 0.08667  -0.31
2 N -1.61036 -0.40261 0.10809  -0.06
3 N 0.83551 0.87989 0.02383  -0.14
4 P -0.77756 -1.86624 0.65438  0.11
5 P 1.49686 -0.22785 -1.03513  0.49
6 P -0.88499 1.21568 0.10927  0.38
7 Cl -3.22419 0.10050 0.66504  -0.11
8 Cl 1.28267 0.71946 1.73648  -0.04
9 Cl 3.40105 -0.36603 -0.56920  -0.13
10 Cl -1.11611 1.84662 -1.77943  -0.19

Output
- Energy relative to the best compared isomer or geometry (same formula, charge and spin): 3.471 eV
- E_tot: -3029.06842 hartree
- HOMO energy: -0.3424 hartree
- Net charge: 0
- Lowest unoccupied orbital energy: -0.9 eV

---

Repeat the first record exactly.
Computed, not measured: Cl4N3P3 as an isolated structure, with ωB97M-V/def2-TZVPD.

Last column: Mulliken charge in e.
CARTESIAN COORDINATES (ANGSTROEM)
1 N 0.59711 -1.89943 0.08667  -0.31
2 N -1.61036 -0.40261 0.10809  -0.06
3 N 0.83551 0.87989 0.02383  -0.14
4 P -0.77756 -1.86624 0.65438  0.11
5 P 1.49686 -0.22785 -1.03513  0.49
6 P -0.88499 1.21568 0.10927  0.38
7 Cl -3.22419 0.10050 0.66504  -0.11
8 Cl 1.28267 0.71946 1.73648  -0.04
9 Cl 3.40105 -0.36603 -0.56920  -0.13
10 Cl -1.11611 1.84662 -1.77943  -0.19

Output
- Energy relative to the best compared isomer or geometry (same formula, charge and spin): 3.471 eV
- E_tot: -3029.06842 hartree
- HOMO energy: -0.3424 hartree
- Net charge: 0
- Lowest unoccupied orbital energy: -0.9 eV

---

What did the first record say?
Computed, not measured: Cl4N3P3 as an isolated structure, with ωB97M-V/def2-TZVPD.

Last column: Mulliken charge in e.
CARTESIAN COORDINATES (ANGSTROEM)
1 N 0.59711 -1.89943 0.08667  -0.31
2 N -1.61036 -0.40261 0.10809  -0.06
3 N 0.83551 0.87989 0.02383  -0.14
4 P -0.77756 -1.86624 0.65438  0.11
5 P 1.49686 -0.22785 -1.03513  0.49
6 P -0.88499 1.21568 0.10927  0.38
7 Cl -3.22419 0.10050 0.66504  -0.11
8 Cl 1.28267 0.71946 1.73648  -0.04
9 Cl 3.40105 -0.36603 -0.56920  -0.13
10 Cl -1.11611 1.84662 -1.77943  -0.19

Output
- Energy relative to the best compared isomer or geometry (same formula, charge and spin): 3.471 eV
- E_tot: -3029.06842 hartree
- HOMO energy: -0.3424 hartree
- Net charge: 0
- Lowest unoccupied orbital energy: -0.9 eV